Computed, not measured: a structure of composition C48H66BrNO8Sr at a distorted geometry, with ωB97M-V/def2-TZVPD.

Properties
frontier orbital gap: 6.2 eV
multiplicity: 1
net charge: -2
HOMO energy: -2.3 eV

Last column: Löwdin charge in e.
Geometry (Å):
1 Sr 1.01 -1.39 2.00  1.360
2 C 0.31 2.11 -1.75  -0.033
3 O 0.85 1.25 -0.74  -0.085
4 C 2.06 1.60 -0.24  -0.210
5 C 2.12 2.58 0.77  -0.115
6 C 0.90 3.15 1.51  -0.054
7 C -0.51 2.69 1.22  -0.146
8 C -1.43 3.55 0.64  -0.031
9 C -2.78 3.22 0.47  -0.205
10 C -3.17 1.98 0.98  -0.016
11 C -2.27 1.09 1.56  -0.137
12 C -2.75 -0.21 2.19  -0.048
13 C -2.66 -1.54 1.43  -0.097
14 C -3.31 -2.63 1.99  -0.001
15 C -3.24 -3.91 1.44  -0.180
16 C -2.41 -4.08 0.34  -0.039
17 C -1.70 -3.03 -0.24  -0.144
18 C -0.63 -3.43 -1.26  -0.073
19 C 0.16 -2.40 -2.03  -0.139
20 C -0.12 -2.15 -3.38  -0.010
21 C 0.62 -1.26 -4.16  -0.205
22 C 1.71 -0.66 -3.53  -0.026
23 C 2.03 -0.88 -2.19  -0.141
24 C 3.28 -0.27 -1.61  -0.058
25 C 3.22 0.95 -0.69  -0.087
26 C 4.45 1.41 -0.19  -0.002
27 C 4.56 2.44 0.73  -0.188
28 C 3.37 3.00 1.20  -0.012
29 C 5.91 2.95 1.24  -0.562
30 C 6.07 4.42 0.84  -0.058
31 C 7.08 2.16 0.66  -0.077
32 C 5.97 2.84 2.77  -0.052
33 C 1.25 -1.76 -1.40  -0.309
34 O 1.52 -1.97 -0.13  -0.333
35 C 0.32 -0.96 -5.63  -0.570
36 C 1.50 -1.42 -6.51  -0.062
37 C 0.12 0.54 -5.82  -0.065
38 C -0.94 -1.67 -6.10  -0.082
39 C -1.91 -1.75 0.27  -0.213
40 O -1.32 -0.68 -0.35  -0.108
41 C -2.01 -0.11 -1.45  -0.034
42 C -3.98 -5.07 2.12  -0.553
43 C -3.36 -5.31 3.51  -0.049
44 C -5.46 -4.72 2.28  -0.066
45 C -3.87 -6.36 1.31  -0.081
46 C -0.90 1.40 1.65  -0.288
47 O -0.04 0.51 2.11  -0.296
48 C -3.74 4.18 -0.25  -0.569
49 C -3.80 5.53 0.48  -0.063
50 C -5.15 3.62 -0.33  -0.081
51 C -3.24 4.42 -1.68  -0.062
52 H 0.88 3.04 -1.82  0.104
53 H -0.72 2.35 -1.48  0.071
54 H 0.34 1.60 -2.71  0.074
55 H 0.94 4.24 1.43  0.115
56 H 1.09 2.91 2.56  0.122
57 H -1.07 4.52 0.31  0.109
58 H -4.22 1.68 0.94  0.105
59 H -3.78 -0.08 2.50  0.113
60 H -2.17 -0.36 3.11  0.130
61 H -3.85 -2.46 2.92  0.120
62 H -2.22 -5.08 -0.05  0.110
63 H -1.09 -4.11 -1.98  0.112
64 H 0.08 -4.01 -0.67  0.088
65 H -0.97 -2.67 -3.81  0.103
66 H 2.36 0.01 -4.09  0.110
67 H 3.96 -0.03 -2.43  0.114
68 H 3.78 -1.04 -1.02  0.120
69 H 5.34 0.89 -0.55  0.110
70 H 3.40 3.76 1.98  0.119
71 H 6.02 4.54 -0.25  0.087
72 H 7.05 4.81 1.18  0.078
73 H 5.29 5.05 1.28  0.077
74 H 7.12 2.24 -0.43  0.084
75 H 7.01 1.10 0.91  0.089
76 H 8.02 2.54 1.06  0.078
77 H 5.19 3.44 3.25  0.077
78 H 6.94 3.19 3.14  0.079
79 H 5.83 1.80 3.09  0.089
80 H 2.42 -0.90 -6.24  0.074
81 H 1.29 -1.23 -7.57  0.074
82 H 1.67 -2.49 -6.38  0.086
83 H 1.02 1.11 -5.55  0.073
84 H -0.70 0.91 -5.19  0.083
85 H -0.11 0.77 -6.87  0.075
86 H -0.84 -2.76 -6.04  0.082
87 H -1.14 -1.41 -7.15  0.075
88 H -1.81 -1.38 -5.51  0.085
89 H -2.72 -0.82 -1.87  0.103
90 H -1.28 0.16 -2.21  0.071
91 H -2.55 0.78 -1.12  0.077
92 H -3.39 -4.41 4.13  0.071
93 H -2.30 -5.59 3.42  0.074
94 H -3.90 -6.12 4.04  0.078
95 H -5.61 -3.87 2.95  0.075
96 H -6.01 -5.58 2.70  0.074
97 H -5.91 -4.47 1.31  0.084
98 H -2.83 -6.71 1.25  0.085
99 H -4.25 -6.23 0.29  0.083
100 H -4.45 -7.15 1.81  0.074
101 H -4.15 5.39 1.51  0.086
102 H -4.48 6.22 -0.03  0.074
103 H -2.81 6.00 0.53  0.072
104 H -5.58 3.47 0.67  0.084
105 H -5.18 2.66 -0.85  0.084
106 H -5.80 4.32 -0.87  0.077
107 H -2.24 4.86 -1.69  0.075
108 H -3.92 5.10 -2.22  0.075
109 H -3.19 3.47 -2.23  0.084
110 N 2.77 -0.06 2.45  -0.118
111 C 2.47 0.39 3.84  -0.155
112 C 1.19 -0.26 4.47  -0.697
113 O 0.57 0.43 5.28  -0.004
114 O 0.99 -1.49 4.16  -0.318
115 H 3.65 0.32 2.12  0.069
116 H 2.05 0.38 1.87  0.003
117 H 2.35 1.47 3.92  0.095
118 H 3.28 0.10 4.49  0.113
119 O -1.43 -2.90 4.88  -0.122
120 H -0.75 -2.21 4.83  -0.004
121 H -1.09 -3.51 4.21  -0.080
122 O 3.75 -3.45 0.54  -0.120
123 H 3.27 -4.13 1.03  -0.016
124 H 3.00 -2.90 0.23  -0.027
125 Br 0.48 -4.16 2.25  -0.017

***

Computed, not measured: a structure of composition C48H67BFN7O3SiTi at a distorted geometry, with ωB97M-V/def2-TZVPD.

Properties
frontier orbital gap (spin up / spin down): 5.6 / 7.4 eV
multiplicity: 2
net charge: -1
HOMO energy (spin up / spin down): -3.1 / -4.9 eV

Last column: Löwdin charge in e.
Geometry (Å):
1 Ti 0.27 -0.44 -0.61  1.186
2 C -2.44 1.27 5.20  -0.034
3 C -1.33 0.59 4.48  -0.272
4 C -0.39 -0.24 5.05  0.007
5 C 0.43 -0.65 3.99  -0.261
6 N 0.02 -0.09 2.86  0.156
7 N -1.05 0.66 3.15  0.020
8 B -1.84 1.51 2.16  -0.518
9 N -1.12 2.81 1.77  0.023
10 N -0.28 2.88 0.72  0.136
11 C 0.01 4.16 0.53  -0.258
12 C -0.64 4.94 1.49  0.007
13 C -1.34 4.04 2.27  -0.280
14 C -2.16 4.38 3.47  -0.031
15 C 0.90 4.70 -0.55  -0.533
16 C 0.11 5.66 -1.44  -0.039
17 C 1.47 3.58 -1.42  -0.052
18 C 2.07 5.45 0.12  -0.047
19 N -2.28 0.73 0.88  0.019
20 N -1.94 -0.56 0.60  0.099
21 C -3.00 -1.12 0.01  -0.256
22 C -4.00 -0.15 -0.19  0.020
23 C -3.51 1.00 0.38  -0.278
24 C -4.19 2.32 0.51  -0.022
25 C -3.31 -2.61 -0.06  -0.517
26 C -3.76 -2.95 1.38  -0.037
27 C -2.13 -3.51 -0.41  -0.042
28 C -4.45 -2.89 -1.04  -0.046
29 C 1.62 -1.56 4.13  -0.541
30 C 2.80 -0.75 4.69  -0.041
31 C 1.96 -2.13 2.77  -0.042
32 C 1.30 -2.72 5.09  -0.053
33 H -2.48 0.91 6.22  0.077
34 H -3.39 1.08 4.71  0.076
35 H -2.28 2.35 5.22  0.052
36 H -0.32 -0.50 6.09  0.100
37 H -2.86 1.81 2.71  0.104
38 H -0.60 6.00 1.61  0.103
39 H -2.47 5.42 3.42  0.078
40 H -1.56 4.25 4.38  0.080
41 H -3.04 3.75 3.54  0.061
42 H -0.73 5.14 -1.90  0.078
43 H 0.75 6.04 -2.23  0.082
44 H -0.29 6.51 -0.87  0.074
45 H 0.76 3.30 -2.18  0.068
46 H 1.69 2.71 -0.81  0.068
47 H 2.38 3.92 -1.91  0.081
48 H 1.71 6.24 0.78  0.071
49 H 2.72 5.88 -0.63  0.078
50 H 2.65 4.75 0.72  0.089
51 H -4.95 -0.27 -0.67  0.110
52 H -4.88 2.46 -0.33  0.082
53 H -3.47 3.14 0.53  0.076
54 H -4.77 2.37 1.43  0.084
55 H -2.93 -2.78 2.06  0.088
56 H -4.07 -3.99 1.44  0.080
57 H -4.59 -2.32 1.68  0.083
58 H -1.26 -3.22 0.17  0.060
59 H -1.89 -3.43 -1.47  0.076
60 H -2.39 -4.55 -0.20  0.090
61 H -5.40 -2.53 -0.66  0.074
62 H -4.54 -3.97 -1.19  0.084
63 H -4.25 -2.43 -2.00  0.073
64 H 3.09 0.02 3.97  0.084
65 H 3.65 -1.40 4.88  0.077
66 H 2.52 -0.26 5.62  0.077
67 H 2.91 -2.67 2.78  0.101
68 H 1.18 -2.80 2.44  0.097
69 H 2.02 -1.30 2.07  0.063
70 H 1.20 -2.39 6.11  0.070
71 H 2.11 -3.45 5.04  0.079
72 H 0.38 -3.22 4.79  0.086
73 C 3.19 -7.41 0.16  -0.116
74 O 2.15 -6.51 -0.06  -0.094
75 C 2.47 -5.17 -0.12  -0.263
76 C 3.76 -4.65 -0.12  -0.038
77 C 3.95 -3.28 -0.12  -0.029
78 C 2.87 -2.37 -0.12  -0.168
79 C 3.02 -0.97 0.00  -0.395
80 C 4.37 -0.40 0.39  -0.024
81 O 2.02 -0.15 -0.13  -0.189
82 C 1.54 -2.92 -0.12  -0.334
83 O 0.50 -2.12 0.00  -0.202
84 C 1.38 -4.30 -0.14  0.072
85 H 2.73 -8.39 0.23  0.087
86 H 3.72 -7.20 1.10  0.094
87 H 3.92 -7.41 -0.66  0.088
88 H 4.62 -5.29 -0.10  0.096
89 H 4.96 -2.89 -0.10  0.103
90 H 4.79 -0.97 1.22  0.079
91 H 4.27 0.63 0.69  0.081
92 H 5.07 -0.45 -0.45  0.073
93 H 0.38 -4.72 -0.12  0.120
94 F -1.99 -3.09 -5.86  0.020
95 C -1.53 -2.56 -4.68  -0.278
96 C -2.30 -1.63 -4.02  -0.020
97 C -1.82 -1.09 -2.84  -0.125
98 C -0.59 -1.46 -2.28  -0.193
99 C 0.13 -2.43 -2.99  -0.107
100 C -0.32 -2.98 -4.18  -0.013
101 H -3.25 -1.32 -4.43  0.117
102 H -2.45 -0.36 -2.34  0.089
103 H 1.07 -2.78 -2.59  0.089
104 H 0.26 -3.72 -4.71  0.113
105 C 2.57 1.42 -4.87  -0.182
106 Si 2.42 0.56 -3.15  0.505
107 C 3.85 1.48 -2.24  -0.174
108 C 3.16 -1.19 -3.46  -0.151
109 N 0.89 0.63 -2.38  -0.147
110 C -0.21 1.22 -2.93  -0.422
111 C -0.51 1.27 -4.31  -0.050
112 C -1.64 1.90 -4.77  -0.090
113 C -2.53 2.51 -3.90  -0.103
114 C -2.29 2.44 -2.54  -0.083
115 C -1.17 1.79 -2.06  -0.092
116 H 3.62 1.64 -5.08  0.022
117 H 2.03 2.35 -4.89  0.021
118 H 2.21 0.80 -5.68  0.014
119 H 4.76 0.90 -2.32  0.018
120 H 3.64 1.63 -1.19  -0.004
121 H 4.05 2.45 -2.68  0.017
122 H 4.18 -1.09 -3.83  0.027
123 H 2.60 -1.75 -4.20  0.016
124 H 3.19 -1.77 -2.55  0.003
125 H 0.14 0.76 -5.00  0.092
126 H -1.83 1.94 -5.84  0.099
127 H -3.41 3.02 -4.28  0.089
128 H -2.97 2.91 -1.85  0.090
129 H -0.94 1.75 -0.99  0.064

***

Computed, not measured: a structure of composition C48H67CoN4O4S, with ωB97M-V/def2-TZVPD.

Properties
frontier orbital gap (spin up / spin down): 6.3 / 6.3 eV
multiplicity: 2
net charge: +1
HOMO energy (spin up / spin down): -9.2 / -9.2 eV

Last column: Löwdin charge in e.
Geometry (Å):
1 Co -0.10 -0.06 2.16  0.467
2 C 0.16 2.54 1.76  -0.292
3 C 2.62 1.77 1.47  -0.175
4 N 3.14 0.48 1.68  -0.004
5 C 3.43 0.03 3.04  -0.225
6 C 2.64 0.63 4.21  -0.392
7 S 0.89 0.16 4.44  0.994
8 C 0.11 1.79 4.70  -0.385
9 C -1.13 2.01 3.84  -0.205
10 N -0.89 1.73 2.41  -0.044
11 H -1.23 2.85 0.22  0.152
12 H 0.20 3.53 2.21  0.112
13 H 3.25 2.54 1.93  0.133
14 H 2.51 1.97 0.40  0.137
15 H 2.59 -0.21 1.19  0.092
16 H 4.48 0.25 3.27  0.120
17 H 3.33 -1.05 3.04  0.120
18 H 2.67 1.72 4.17  0.070
19 H 3.16 0.34 5.13  0.081
20 H 0.86 2.55 4.48  0.077
21 H -0.17 1.91 5.75  0.089
22 H -1.49 3.03 3.99  0.130
23 H -1.92 1.32 4.15  0.114
24 H -1.77 1.79 1.90  0.117
25 C 1.07 -2.36 -4.49  -0.043
26 C 2.13 -2.73 -3.44  -0.548
27 C 3.36 -1.84 -3.63  -0.039
28 C 2.55 -4.18 -3.69  -0.060
29 C 1.56 -2.53 -2.04  -0.161
30 C 1.13 -1.27 -1.66  0.017
31 C 0.65 -1.03 -0.37  -0.143
32 N 0.22 0.22 0.17  0.130
33 C 0.05 1.33 -0.48  -0.164
34 C -0.01 1.44 -1.93  0.004
35 C 0.29 2.58 -2.57  -0.113
36 C 0.68 3.75 -1.78  0.029
37 C 0.47 3.85 -0.46  -0.091
38 C -0.15 2.65 0.26  -0.087
39 O 1.31 1.80 2.11  -0.181
40 C 0.66 5.19 0.25  -0.516
41 C -0.61 5.55 1.05  -0.027
42 C 0.87 6.33 -0.76  -0.063
43 C 1.92 5.20 1.14  -0.026
44 C 0.27 2.66 -4.10  -0.537
45 C -1.02 2.06 -4.65  -0.038
46 C 0.37 4.10 -4.61  -0.054
47 C 1.47 1.87 -4.64  -0.024
48 C 0.75 -2.05 0.62  -0.261
49 O 0.68 -1.71 1.89  -0.164
50 C 1.03 -3.37 0.21  -0.077
51 C 1.44 -3.56 -1.11  0.025
52 C 0.96 -4.60 1.13  -0.528
53 C 0.11 -5.69 0.44  -0.048
54 C 0.30 -4.35 2.49  -0.049
55 C 2.37 -5.14 1.36  -0.036
56 H 1.47 -2.47 -5.50  0.090
57 H 0.20 -3.00 -4.40  0.081
58 H 0.74 -1.32 -4.38  0.052
59 H 3.78 -1.97 -4.63  0.088
60 H 3.12 -0.78 -3.51  0.067
61 H 4.13 -2.09 -2.90  0.094
62 H 2.95 -4.27 -4.70  0.088
63 H 3.32 -4.50 -3.00  0.090
64 H 1.70 -4.87 -3.61  0.087
65 H 1.27 -0.46 -2.35  0.083
66 H -0.32 0.56 -2.47  0.090
67 H 1.05 4.60 -2.32  0.084
68 H -1.51 5.26 0.51  0.096
69 H -0.65 5.11 2.05  0.070
70 H -0.65 6.63 1.20  0.091
71 H 0.03 6.42 -1.45  0.097
72 H 0.95 7.27 -0.21  0.090
73 H 1.78 6.21 -1.33  0.090
74 H 1.90 4.50 1.97  0.063
75 H 2.80 4.98 0.54  0.098
76 H 2.05 6.20 1.57  0.096
77 H -1.90 2.57 -4.25  0.093
78 H -1.04 2.15 -5.73  0.094
79 H -1.11 0.99 -4.42  0.061
80 H -0.44 4.73 -4.21  0.094
81 H 1.32 4.56 -4.36  0.085
82 H 0.28 4.10 -5.70  0.091
83 H 1.41 0.82 -4.35  0.054
84 H 1.49 1.92 -5.73  0.096
85 H 2.41 2.27 -4.26  0.098
86 H 1.72 -4.56 -1.40  0.096
87 H -0.90 -5.32 0.26  0.083
88 H 0.53 -6.00 -0.52  0.074
89 H 0.05 -6.57 1.08  0.086
90 H -0.70 -3.92 2.38  0.077
91 H 0.20 -5.31 3.01  0.087
92 H 0.88 -3.68 3.11  0.080
93 H 2.85 -5.42 0.42  0.080
94 H 3.00 -4.38 1.84  0.088
95 H 2.35 -6.02 2.00  0.087
96 C -2.51 -1.84 -3.35  -0.044
97 O -2.86 -1.97 -1.98  -0.075
98 C -3.12 -0.84 -1.27  -0.205
99 C -3.04 0.45 -1.76  -0.015
100 C -3.40 1.52 -0.95  -0.078
101 C -3.84 1.30 0.35  -0.091
102 C -3.91 0.01 0.85  -0.007
103 C -3.54 -1.06 0.05  -0.147
104 N -3.68 -2.41 0.42  0.148
105 C -3.80 -3.03 1.58  0.014
106 C -3.46 -2.68 2.89  -0.132
107 C -4.01 -3.52 3.91  -0.037
108 C -3.69 -3.35 5.22  -0.079
109 C -2.75 -2.35 5.57  -0.046
110 C -2.16 -1.56 4.63  -0.012
111 C -2.47 -1.69 3.23  -0.329
112 O -1.88 -1.02 2.33  -0.069
113 H -2.38 -2.85 -3.72  0.102
114 H -1.57 -1.29 -3.45  0.068
115 H -3.30 -1.33 -3.91  0.106
116 H -2.71 0.63 -2.78  0.088
117 H -3.37 2.52 -1.35  0.113
118 H -4.17 2.13 0.96  0.110
119 H -4.28 -0.18 1.85  0.124
120 H -3.84 -3.00 -0.39  0.159
121 H -4.24 -4.01 1.46  0.146
122 H -4.71 -4.29 3.62  0.116
123 H -4.12 -3.98 5.98  0.107
124 H -2.48 -2.23 6.61  0.115
125 H -1.41 -0.85 4.92  0.048

***

Values for molecular weight, g/mol, ordered as above
952.6; 895.9; 855.1
Values for DFT total energy, Ha, ordered as above
-5130.3375; -3742.1712; -4169.9994